1.
Entry from the OMol25 dataset: a 13-piece molecular cluster, C39H91N13O13 overall in a non-equilibrium geometry (wB97M-V/def2-TZVPD).

The calculation puts the total energy at -87906.00359 eV. As for the gap between HOMO and LUMO: 9.124 eV.

```
! wB97M-V def2-TZVPD RIJCOSX def2/J DEFGRID3
* xyz 0 1
C -4.257 1.962 2.155
O -3.281 1.302 1.765
N -4.761 3.078 1.581
C -6.091 3.571 1.919
C -4.303 3.388 0.270
H -4.698 1.664 3.148
H -6.874 3.262 1.238
H -6.086 4.685 2.029
H -6.261 3.187 2.923
H -3.263 3.625 0.280
H -4.351 2.570 -0.472
H -4.940 4.164 -0.096
C -0.767 -1.942 -3.730
O -1.682 -1.379 -3.227
N -0.780 -2.321 -5.078
C 0.271 -3.086 -5.647
C -2.087 -2.272 -5.742
H 0.154 -2.249 -3.158
H -0.048 -4.092 -6.012
H 1.056 -3.172 -4.996
H 0.565 -2.587 -6.609
H -2.748 -1.958 -4.946
H -2.129 -1.480 -6.514
H -2.282 -3.292 -6.095
C -4.646 -0.914 4.522
O -5.698 -0.305 4.825
N -3.408 -0.488 4.644
C -2.250 -1.292 4.238
C -3.088 0.794 5.261
H -4.702 -1.878 3.911
H -1.662 -0.593 3.581
H -2.545 -2.221 3.708
H -1.612 -1.542 5.098
H -2.678 1.418 4.504
H -3.997 1.235 5.661
H -2.358 0.577 6.048
C 3.682 -1.747 4.662
O 4.234 -2.601 5.300
N 3.851 -0.407 4.779
C 3.318 0.582 3.849
C 4.531 0.085 5.925
H 3.040 -2.034 3.809
H 2.782 0.230 2.895
H 4.081 1.204 3.455
H 2.526 1.218 4.272
H 4.301 1.142 6.184
H 4.397 -0.479 6.811
H 5.623 -0.019 5.715
C -4.122 -3.535 -2.731
O -5.080 -2.979 -3.216
N -3.826 -4.854 -2.871
C -2.633 -5.422 -2.319
C -4.794 -5.693 -3.527
H -3.493 -2.887 -2.169
H -1.888 -4.621 -1.980
H -2.039 -5.886 -3.149
H -2.797 -6.194 -1.588
H -5.230 -5.197 -4.374
H -4.373 -6.699 -3.795
H -5.589 -5.811 -2.845
C 3.181 2.870 -2.417
O 3.584 3.673 -1.612
N 2.991 3.094 -3.752
C 3.160 4.432 -4.323
C 2.509 1.995 -4.588
H 2.897 1.817 -2.123
H 3.604 4.245 -5.308
H 4.047 4.931 -3.805
H 2.228 5.012 -4.267
H 1.607 2.265 -5.138
H 3.177 1.724 -5.389
H 2.337 1.078 -4.047
C 5.306 -1.445 0.390
O 4.368 -1.796 1.079
N 6.617 -1.640 0.662
C 7.650 -1.309 -0.297
C 7.004 -2.181 1.996
H 5.044 -1.072 -0.634
H 8.308 -0.633 0.264
H 7.278 -0.735 -1.152
H 8.220 -2.175 -0.581
H 8.091 -2.064 2.057
H 6.460 -1.663 2.752
H 6.838 -3.257 2.093
C -6.712 0.140 0.184
O -6.847 1.269 -0.232
N -5.805 -0.759 -0.369
C -5.658 -2.113 0.131
C -4.838 -0.329 -1.378
H -7.228 -0.250 1.076
H -6.084 -2.081 1.136
H -4.602 -2.428 0.199
H -6.116 -2.770 -0.610
H -3.900 -0.755 -1.068
H -5.128 -0.536 -2.409
H -4.794 0.780 -1.408
C -1.409 4.152 -2.697
O -2.088 5.115 -2.518
N -1.618 3.199 -3.660
C -0.736 2.024 -3.718
C -2.743 3.359 -4.548
H -0.504 3.925 -2.119
H -0.456 1.847 -4.772
H -1.167 1.089 -3.261
H 0.167 2.149 -3.133
H -3.018 4.399 -4.712
H -2.351 3.062 -5.517
H -3.636 2.736 -4.327
C 4.703 2.212 0.489
O 4.441 1.181 -0.140
N 3.903 2.982 1.239
C 4.220 4.398 1.480
C 2.466 2.672 1.120
H 5.738 2.619 0.433
H 5.278 4.522 1.580
H 3.726 4.694 2.396
H 3.915 5.011 0.609
H 1.961 3.366 1.824
H 2.110 2.776 0.102
H 2.386 1.605 1.442
C -0.116 1.762 3.056
O 0.329 0.844 3.718
N -0.424 2.976 3.589
C -0.853 4.109 2.804
C -0.332 3.336 5.058
H -0.318 1.723 1.976
H -0.419 5.085 3.170
H -1.909 4.339 3.031
H -0.664 3.949 1.704
H -0.212 2.500 5.710
H 0.595 3.994 5.114
H -1.327 3.853 5.221
C 2.109 -3.573 -1.228
O 2.374 -2.854 -2.144
N 3.004 -4.423 -0.661
C 2.695 -5.106 0.582
C 4.427 -4.098 -0.830
H 1.063 -3.663 -0.838
H 2.712 -4.325 1.353
H 3.452 -5.841 0.847
H 1.730 -5.604 0.495
H 4.554 -3.201 -1.499
H 4.852 -3.886 0.207
H 4.943 -5.030 -1.123
C 1.222 -0.279 -0.800
O 0.978 0.047 -1.933
N 0.232 -0.478 0.103
C 0.587 -1.398 1.257
C -1.190 -0.222 -0.145
H 2.284 -0.403 -0.449
H 0.308 -0.902 2.200
H 1.686 -1.604 1.208
H 0.021 -2.344 1.199
H -1.665 -1.130 -0.522
H -1.778 0.115 0.728
H -1.246 0.486 -0.942
*
```

2.
Entry from the OMol25 dataset: a 10-piece molecular cluster, C39H94N4O10 overall in a non-equilibrium geometry (wB97M-V/def2-TZVPD).

The calculation puts the total energy at -68395.55660 eV. As for the SMILES: CC1(C)CCCC(C)(C)N1O.CC1(C)CCCC(C)(C)N1O.CC1(C)CCCC(C)(C)N1O.CC1(C)CCCC(C)(C)N1O.CO.CO.CO.O.O.O. As for the gap between HOMO and LUMO: 8.984 eV.

```
! wB97M-V def2-TZVPD RIJCOSX def2/J DEFGRID3
* xyz 0 1
O -23.826 5.186 0.147
H -24.760 5.159 0.207
H -23.514 4.247 0.272
O -23.002 7.834 0.809
H -23.245 6.877 0.744
H -22.868 8.080 -0.143
O -20.391 9.095 -2.459
H -19.899 9.786 -1.942
H -19.910 8.857 -3.239
C -29.230 8.280 1.668
C -29.808 7.385 0.472
C -31.039 7.980 -0.165
C -30.752 9.049 -1.189
C -29.809 8.486 -2.217
C -28.498 8.075 -1.614
N -28.779 7.103 -0.579
O -27.598 6.576 -0.011
C -27.697 7.257 -2.634
C -27.769 9.329 -1.182
C -30.154 5.999 1.033
H -28.943 9.253 1.355
H -28.487 7.917 2.329
H -30.169 8.456 2.313
H -31.654 7.205 -0.663
H -31.663 8.334 0.660
H -30.364 9.957 -0.753
H -31.678 9.436 -1.660
H -29.571 9.292 -2.960
H -30.230 7.601 -2.773
H -26.766 6.914 -2.235
H -28.186 6.396 -3.120
H -27.460 7.921 -3.530
H -27.749 10.070 -1.946
H -28.225 9.828 -0.281
H -26.686 9.153 -0.964
H -30.918 5.438 0.421
H -30.614 6.138 1.990
H -29.301 5.346 1.210
H -27.290 7.134 0.747
C -21.695 12.132 -5.665
C -23.050 11.564 -5.798
C -23.441 10.573 -4.627
C -24.931 10.168 -4.748
C -25.877 11.424 -4.744
C -25.538 12.474 -5.885
N -24.052 12.643 -5.824
O -23.657 13.397 -7.006
C -25.990 12.050 -7.266
C -26.185 13.840 -5.656
C -23.085 10.643 -7.160
H -21.519 12.798 -4.837
H -21.269 12.515 -6.592
H -21.097 11.254 -5.396
H -22.857 9.753 -4.376
H -23.341 11.262 -3.781
H -25.157 9.535 -3.899
H -25.164 9.489 -5.596
H -25.813 12.015 -3.848
H -26.916 11.125 -4.912
H -27.051 12.287 -7.477
H -25.365 12.617 -7.959
H -25.883 10.960 -7.437
H -26.090 14.488 -6.589
H -27.259 13.698 -5.470
H -25.793 14.405 -4.770
H -23.055 11.178 -8.061
H -23.974 10.017 -7.105
H -22.245 9.894 -7.058
H -23.181 14.124 -6.598
C -26.862 2.236 -2.691
C -27.950 2.596 -1.660
C -28.717 1.300 -1.456
C -27.998 0.256 -0.594
C -27.711 0.959 0.844
C -26.813 2.231 0.635
N -27.504 3.131 -0.341
O -26.521 4.183 -0.674
C -26.761 3.040 1.885
C -25.417 1.785 0.096
C -28.986 3.582 -2.242
H -27.396 2.286 -3.645
H -26.571 1.207 -2.612
H -25.963 2.843 -2.784
H -29.725 1.565 -1.025
H -28.988 0.973 -2.469
H -26.987 -0.084 -0.919
H -28.588 -0.661 -0.416
H -27.211 0.131 1.508
H -28.609 1.227 1.354
H -26.164 2.514 2.633
H -26.333 4.011 1.610
H -27.749 3.321 2.220
H -25.474 0.812 -0.323
H -24.940 2.547 -0.505
H -24.871 1.700 1.037
H -28.625 4.547 -2.614
H -29.684 3.702 -1.381
H -29.428 3.113 -3.122
H -27.043 4.925 -0.277
C -21.343 10.596 0.489
C -20.266 11.709 0.300
C -19.000 11.250 1.110
C -17.781 12.146 0.948
C -17.462 12.021 -0.466
C -18.600 12.417 -1.432
N -19.846 11.620 -1.117
O -20.879 12.233 -1.895
C -18.856 13.919 -1.347
C -18.128 11.949 -2.818
C -20.830 13.091 0.758
H -21.543 10.475 1.537
H -20.761 9.717 0.263
H -22.286 10.781 -0.091
H -19.298 11.031 2.144
H -18.737 10.304 0.618
H -16.926 11.867 1.597
H -18.077 13.170 1.282
H -17.323 10.968 -0.638
H -16.612 12.676 -0.744
H -19.943 14.145 -1.539
H -18.536 14.289 -0.390
H -18.304 14.472 -2.100
H -18.860 11.879 -3.586
H -17.386 12.676 -3.243
H -17.623 10.991 -2.558
H -21.102 13.587 -0.091
H -20.113 13.772 1.242
H -21.754 12.994 1.340
H -21.428 11.460 -2.175
C -21.989 2.657 1.764
O -22.189 2.793 0.347
H -21.457 3.569 1.995
H -22.961 2.602 2.261
H -21.505 1.707 1.979
H -22.396 1.954 -0.104
C -23.602 6.919 -2.491
O -23.212 8.164 -1.880
H -23.164 6.070 -2.022
H -24.720 7.026 -2.516
H -23.157 6.917 -3.513
H -22.262 8.468 -2.023
C -24.955 7.979 3.348
O -25.578 8.273 2.145
H -25.587 8.148 4.168
H -24.765 6.933 3.424
H -23.993 8.458 3.535
H -25.059 7.988 1.354
*
```

Summary of LUMO in eV
0.4 0.6
(order as listed above)
Summary of HOMO in eV
-8.75 -8.43
(order as listed above)
Summary of energy relative to the best compared isomer or geometry (same formula, charge and spin) in eV
9.058 3.760
(order as listed above)